C47H100F12N9Na2O16S8 | wB97M-V/def2-TZVPD

Each line ends with the Löwdin charge.
Cartesian coordinates (Å):
Na: 0.643 -5.275 -0.042  0.4564
Na: 1.666 -4.539 -2.799  0.7687
C: -4.688 -2.176 -4.085  -0.0664
C: -4.000 -0.806 -4.253  -0.2031
C: -3.269 -0.757 -5.601  -0.1154
N: -2.380 0.421 -5.766  -0.2525
C: -3.109 1.760 -5.939  -0.0921
C: -3.776 1.917 -7.267  -0.1481
C: -2.812 1.677 -8.419  -0.1839
C: -2.085 0.368 -8.270  -0.1710
C: -1.435 0.216 -6.916  -0.1276
C: -1.514 0.671 -4.559  0.0062
H: -3.972 -2.924 -3.752  0.0780
H: -5.175 -2.518 -4.999  0.0834
H: -5.474 -2.054 -3.342  0.0688
H: -3.279 -0.720 -3.439  0.0784
H: -4.715 0.014 -4.206  0.1230
H: -4.038 -0.638 -6.365  0.1360
H: -2.682 -1.655 -5.785  0.1430
H: -3.772 1.766 -5.078  0.1142
H: -2.331 2.506 -5.788  0.1380
H: -4.677 1.304 -7.384  0.1291
H: -4.205 2.917 -7.373  0.1383
H: -3.303 1.742 -9.394  0.1277
H: -2.088 2.498 -8.545  0.1262
H: -2.786 -0.461 -8.455  0.1270
H: -1.363 0.136 -9.057  0.1312
H: -0.976 -0.767 -6.789  0.1359
H: -0.595 0.908 -6.824  0.1275
H: -2.087 1.171 -3.781  0.0960
H: -0.664 1.278 -4.843  0.0866
H: -1.201 -0.309 -4.194  0.1027
C: 5.821 -0.868 -0.585  -0.0686
C: 6.368 -0.541 0.797  -0.2091
C: 5.568 -1.215 1.902  -0.1287
N: 5.852 -0.695 3.274  -0.2593
C: 7.324 -0.533 3.549  -0.1129
C: 8.076 -1.851 3.510  -0.1359
C: 7.486 -2.754 4.608  -0.1544
C: 6.015 -2.968 4.308  -0.1674
C: 5.218 -1.688 4.230  -0.0933
C: 5.244 0.636 3.480  0.0116
H: 6.579 -0.801 -1.360  0.0857
H: 5.038 -0.128 -0.824  0.0597
H: 5.252 -1.792 -0.705  0.0753
H: 6.499 0.533 0.942  0.1089
H: 7.386 -0.941 0.853  0.1141
H: 5.784 -2.274 1.867  0.1293
H: 4.501 -1.068 1.734  0.1198
H: 7.698 0.250 2.892  0.1317
H: 7.401 -0.132 4.565  0.1435
H: 7.809 -2.351 2.573  0.1129
H: 9.148 -1.699 3.578  0.1329
H: 7.995 -3.704 4.475  0.1303
H: 7.560 -2.282 5.587  0.1263
H: 5.899 -3.609 3.432  0.1103
H: 5.611 -3.580 5.116  0.1370
H: 4.172 -1.786 3.944  0.1106
H: 5.183 -1.212 5.217  0.1452
H: 4.176 0.505 3.285  0.0686
H: 5.611 1.350 2.747  0.1125
H: 5.416 0.994 4.488  0.1181
C: 4.343 7.021 -2.694  -0.0802
C: 3.223 6.209 -3.348  -0.2223
C: 3.298 4.798 -2.833  -0.1337
N: 2.333 3.830 -3.470  -0.2653
C: 2.913 3.308 -4.746  -0.1111
C: 4.007 2.260 -4.576  -0.1457
C: 3.633 1.162 -3.571  -0.1618
C: 3.276 1.836 -2.265  -0.1723
C: 2.045 2.679 -2.522  -0.1109
C: 1.023 4.475 -3.813  0.0263
H: 5.262 6.433 -2.600  0.0802
H: 4.123 7.444 -1.716  0.0848
H: 4.610 7.872 -3.322  0.0875
H: 3.326 6.274 -4.430  0.1198
H: 2.298 6.694 -3.033  0.1191
H: 3.110 4.758 -1.759  0.1486
H: 4.275 4.352 -3.003  0.1223
H: 3.353 4.164 -5.263  0.1389
H: 2.112 2.992 -5.414  0.1373
H: 4.953 2.743 -4.322  0.1221
H: 4.178 1.790 -5.547  0.1297
H: 4.437 0.450 -3.402  0.1171
H: 2.740 0.711 -4.014  0.1169
H: 4.000 2.529 -1.824  0.1201
H: 3.022 1.180 -1.429  0.1042
H: 1.564 3.174 -1.680  0.1320
H: 1.274 2.073 -3.005  0.1238
H: 0.326 3.688 -4.072  0.0987
H: 1.199 5.177 -4.620  0.1155
H: 0.685 5.017 -2.933  0.1139
C: -4.869 -3.373 5.506  -0.0771
C: -5.510 -3.441 4.129  -0.2272
C: -5.712 -2.083 3.477  -0.1059
N: -6.603 -2.150 2.263  -0.2792
C: -6.576 -0.824 1.548  -0.0960
C: -5.215 -0.480 0.926  -0.1548
C: -4.709 -1.605 0.035  -0.1656
C: -4.816 -2.941 0.728  -0.1618
C: -6.194 -3.205 1.293  -0.1048
C: -8.009 -2.380 2.670  0.0140
H: -4.720 -4.356 5.945  0.0866
H: -5.550 -2.856 6.193  0.0825
H: -3.915 -2.845 5.501  0.0721
H: -6.413 -4.054 4.152  0.1152
H: -4.855 -4.042 3.483  0.1031
H: -4.761 -1.702 3.119  0.1246
H: -6.212 -1.406 4.171  0.1435
H: -6.847 -0.046 2.256  0.1432
H: -7.234 -0.889 0.683  0.1451
H: -4.507 -0.093 1.662  0.1149
H: -5.409 0.391 0.293  0.1059
H: -3.678 -1.419 -0.272  0.0911
H: -5.198 -1.590 -0.945  0.1163
H: -4.015 -3.153 1.444  0.1159
H: -4.653 -3.760 0.016  0.1259
H: -6.303 -4.193 1.728  0.1440
H: -6.871 -3.153 0.436  0.1473
H: -8.610 -2.402 1.760  0.1157
H: -8.370 -1.525 3.238  0.1168
H: -8.194 -3.307 3.200  0.1108
C: -0.725 5.275 4.140  -0.0700
C: 0.212 4.288 4.824  -0.2302
C: -0.230 2.853 4.603  -0.1081
N: 0.749 1.883 5.212  -0.2632
C: 1.922 1.569 4.354  -0.1193
C: 1.615 0.822 3.069  -0.1457
C: 0.898 -0.490 3.386  -0.1765
C: -0.298 -0.237 4.256  -0.1619
C: -0.001 0.580 5.485  -0.1012
C: 1.205 2.327 6.552  0.0096
H: -0.613 6.286 4.517  0.0867
H: -1.776 4.986 4.228  0.0877
H: -0.565 5.259 3.066  0.0783
H: 0.281 4.488 5.893  0.1074
H: 1.218 4.402 4.404  0.1150
H: -0.337 2.608 3.554  0.1299
H: -1.180 2.669 5.100  0.1439
H: 2.381 2.536 4.131  0.1376
H: 2.636 0.988 4.939  0.1302
H: 0.968 1.404 2.414  0.1155
H: 2.505 0.552 2.499  0.0942
H: 0.604 -1.005 2.479  0.0887
H: 1.570 -1.166 3.929  0.1188
H: -1.190 0.206 3.775  0.1267
H: -0.833 -1.173 4.464  0.1394
H: -0.941 0.852 5.954  0.1371
H: 0.617 0.004 6.173  0.1421
H: 0.344 2.450 7.203  0.1297
H: 1.797 3.232 6.468  0.1095
H: 1.842 1.544 6.955  0.1123
N: 2.137 -5.446 1.873  -0.2567
S: 3.488 -5.611 1.081  0.4573
O: 4.668 -5.542 1.840  -0.2232
O: 3.436 -5.067 -0.264  -0.3154
F: 3.368 -7.139 0.701  -0.1435
S: 2.474 -4.025 2.647  0.5131
O: 2.980 -2.969 1.814  -0.3021
O: 2.920 -4.115 3.975  -0.2151
F: 0.952 -3.587 2.770  -0.1737
N: 0.476 -3.123 -1.073  -0.2946
S: -0.946 -2.408 -0.898  0.4270
O: -1.572 -1.706 -1.957  -0.2470
O: -1.191 -2.079 0.450  -0.2126
F: -1.735 -3.791 -1.007  -0.1944
S: 1.360 -1.630 -0.975  0.5320
O: 1.625 -1.163 0.339  -0.2463
O: 1.066 -0.656 -1.969  -0.2532
F: 2.777 -2.227 -1.378  -0.1743
N: -1.017 -7.132 1.364  -0.2844
S: -1.973 -8.457 1.041  0.4828
O: -2.764 -8.349 -0.136  -0.2645
O: -2.553 -9.061 2.172  -0.2306
F: -0.762 -9.370 0.619  -0.1694
S: -2.172 -6.044 1.603  0.4644
O: -3.137 -6.265 2.604  -0.2470
O: -2.633 -5.393 0.410  -0.3109
F: -1.210 -4.918 2.275  -0.2224
C: -2.969 5.917 -3.499  -0.6799
F: -2.616 5.577 -4.759  0.1006
F: -1.812 6.165 -2.844  0.0907
F: -3.695 6.980 -3.517  0.2029
S: -3.884 4.517 -2.682  0.5716
O: -4.726 5.156 -1.749  -0.2396
O: -4.520 3.812 -3.751  -0.2899
N: -2.586 3.676 -2.124  -0.2921
S: -3.126 2.926 -0.813  0.5394
O: -3.339 3.747 0.331  -0.2670
O: -4.097 1.912 -1.130  -0.2936
C: -1.632 1.967 -0.353  -0.6810
F: -1.829 1.373 0.824  0.1284
F: -1.315 1.095 -1.286  0.1275
F: -0.558 2.780 -0.176  0.0877

Values from the calculation:
2S+1: 1
Kohn-Sham gap (eV): 6.59
Total charge: +3

C47H100F6N5O6S2 | wB97M-V/def2-TZVPD

Each line ends with the Löwdin charge.
Cartesian coordinates (Å):
C: 1.982 4.892 6.775  -0.1056
C: 2.775 5.808 7.694  -0.2473
C: 4.253 5.864 7.327  -0.1123
N: 5.222 6.690 8.224  -0.2522
C: 6.563 6.318 7.924  -0.1800
C: 7.050 4.850 8.296  0.0486
C: 6.535 4.748 10.564  0.0281
C: 5.114 5.114 10.219  -0.3040
C: 4.966 6.515 9.754  -0.1276
C: 4.788 8.181 8.008  0.0635
H: 1.920 5.225 5.740  0.0776
H: 0.931 4.941 7.160  0.0995
H: 2.315 3.856 6.730  0.0810
H: 2.650 5.256 8.715  0.1430
H: 2.271 6.773 7.759  0.1072
H: 4.395 6.323 6.366  0.1336
H: 4.459 4.820 7.263  0.1125
H: 6.878 6.518 6.916  0.1287
H: 7.073 7.044 8.557  0.1332
H: 6.569 3.933 7.966  0.0634
H: 8.019 4.581 8.134  0.0246
H: 6.666 3.625 10.672  0.0964
H: 7.275 5.476 11.053  0.1098
H: 4.588 4.300 9.653  0.1127
H: 4.427 4.730 11.182  0.1843
H: 3.970 6.831 9.814  0.0945
H: 5.567 7.296 10.347  0.1737
H: 3.724 8.349 8.059  0.0999
H: 5.129 8.405 7.020  0.0999
H: 5.351 8.794 8.712  0.1130
C: -5.169 -2.957 -3.228  -0.1006
C: -4.499 -2.660 -4.570  -0.2019
C: -3.148 -3.409 -4.560  -0.1532
N: -2.213 -3.221 -5.654  -0.2772
C: -1.561 -1.876 -5.579  -0.1064
C: -0.536 -1.661 -6.679  -0.1631
C: 0.502 -2.785 -6.611  -0.1954
C: -0.050 -4.188 -6.650  -0.1591
C: -1.133 -4.295 -5.566  -0.1000
C: -2.874 -3.441 -6.980  0.0203
H: -4.818 -2.329 -2.400  0.0502
H: -5.007 -4.014 -2.861  0.0941
H: -6.236 -2.852 -3.174  0.0729
H: -4.439 -1.547 -4.646  0.1180
H: -5.150 -2.976 -5.330  0.0876
H: -3.375 -4.474 -4.553  0.1328
H: -2.598 -3.138 -3.550  0.1765
H: -1.053 -1.837 -4.549  0.1586
H: -2.377 -1.159 -5.579  0.1286
H: -0.039 -0.695 -6.491  0.1265
H: -1.004 -1.517 -7.700  0.1325
H: 1.032 -2.644 -5.661  0.1098
H: 1.238 -2.641 -7.436  0.1300
H: 0.731 -4.878 -6.253  0.1307
H: -0.399 -4.505 -7.664  0.1240
H: -0.590 -4.132 -4.677  0.0780
H: -1.661 -5.238 -5.577  0.1390
H: -3.636 -2.700 -7.153  0.1025
H: -3.585 -4.314 -6.919  0.1400
H: -2.223 -3.502 -7.824  0.0896
C: 8.377 -8.709 -2.086  -0.0773
C: 8.155 -7.529 -3.115  -0.1997
C: 8.260 -6.309 -2.224  -0.1758
N: 7.554 -5.072 -2.646  -0.2845
C: 7.920 -4.668 -4.046  -0.0909
C: 7.245 -3.367 -4.502  -0.1344
C: 5.694 -3.465 -4.277  -0.1478
C: 5.297 -4.141 -2.947  -0.1637
C: 6.099 -5.344 -2.553  -0.1344
C: 7.897 -4.047 -1.618  0.0323
H: 8.712 -9.629 -2.598  0.0826
H: 7.422 -8.935 -1.555  0.0921
H: 9.168 -8.445 -1.361  0.0810
H: 7.154 -7.633 -3.543  0.0994
H: 8.824 -7.557 -3.989  0.1222
H: 9.302 -6.063 -2.085  0.1386
H: 7.805 -6.468 -1.240  0.1329
H: 7.571 -5.421 -4.695  0.1216
H: 9.003 -4.591 -4.114  0.1467
H: 7.401 -3.212 -5.558  0.1190
H: 7.613 -2.547 -3.889  0.1056
H: 5.223 -3.967 -5.123  0.1138
H: 5.291 -2.400 -4.231  0.1394
H: 4.283 -4.516 -3.038  0.0985
H: 5.431 -3.390 -2.082  0.1432
H: 5.892 -6.149 -3.246  0.1307
H: 5.860 -5.670 -1.538  0.1509
H: 7.426 -4.374 -0.705  0.1216
H: 7.502 -3.115 -1.813  0.0665
H: 8.994 -3.905 -1.671  0.1369
C: -4.839 -4.514 5.094  -0.0855
C: -5.397 -3.435 4.186  -0.2270
C: -4.291 -2.658 3.470  -0.1293
N: -4.629 -1.968 2.178  -0.2166
C: -5.379 -2.825 1.137  -0.0716
C: -4.527 -4.036 0.667  -0.0953
C: -3.196 -3.502 0.080  -0.1869
C: -2.452 -2.640 1.007  -0.1737
C: -3.299 -1.517 1.528  -0.0978
C: -5.438 -0.683 2.429  0.0648
H: -3.996 -4.188 5.741  0.1006
H: -4.548 -5.356 4.478  0.0790
H: -5.639 -4.887 5.656  0.0607
H: -6.010 -2.760 4.763  0.1080
H: -6.110 -3.902 3.523  0.1062
H: -3.408 -3.324 3.417  0.1272
H: -3.925 -1.779 4.047  0.1424
H: -6.319 -3.050 1.528  0.1067
H: -5.458 -2.181 0.303  0.0946
H: -4.368 -4.723 1.471  0.1012
H: -5.182 -4.528 -0.101  0.1354
H: -2.549 -4.330 -0.300  0.1294
H: -3.280 -2.948 -0.828  0.0887
H: -2.247 -3.301 1.844  0.1107
H: -1.595 -2.173 0.603  0.1217
H: -2.851 -0.982 2.338  0.1329
H: -3.521 -0.979 0.644  0.0716
H: -4.952 -0.075 3.110  0.0883
H: -6.413 -0.976 2.820  0.1169
H: -5.674 -0.360 1.483  0.0554
C: -5.497 9.053 -3.261  -0.0805
C: -5.907 7.704 -2.669  -0.2261
C: -4.630 6.991 -2.159  -0.1452
N: -4.800 5.551 -1.751  -0.2590
C: -3.466 4.970 -1.282  -0.0863
C: -2.999 5.631 0.008  -0.1824
C: -3.986 5.682 1.102  -0.1918
C: -5.364 6.184 0.660  -0.1329
C: -5.864 5.489 -0.596  -0.0562
C: -5.272 4.737 -2.940  0.0431
H: -5.034 9.695 -2.481  0.0901
H: -6.316 9.612 -3.654  0.0686
H: -4.712 8.805 -4.038  0.1011
H: -6.425 7.135 -3.435  0.1062
H: -6.605 7.790 -1.872  0.0921
H: -4.256 7.523 -1.283  0.1122
H: -3.800 7.101 -2.869  0.1396
H: -2.791 5.110 -2.118  0.1391
H: -3.692 3.908 -1.108  0.0947
H: -2.718 6.674 -0.150  0.1156
H: -2.105 5.090 0.308  0.1268
H: -3.589 6.253 1.913  0.1141
H: -4.104 4.655 1.446  0.1234
H: -5.309 7.263 0.440  0.1224
H: -6.080 5.903 1.413  0.1231
H: -6.689 6.053 -1.048  0.1180
H: -6.088 4.437 -0.573  0.1195
H: -6.290 5.117 -3.089  0.1036
H: -5.166 3.746 -2.526  0.0580
H: -4.614 4.916 -3.834  0.1382
C: 0.810 -5.362 -1.370  -0.7520
F: 1.830 -5.974 -0.833  0.1676
F: 0.110 -6.125 -2.127  0.1665
F: 0.012 -4.958 -0.402  0.1247
S: 1.240 -3.841 -2.436  0.4583
O: 2.357 -3.277 -1.721  -0.3293
O: 1.613 -4.350 -3.746  -0.3416
O: 0.005 -3.076 -2.455  -0.3427
C: -2.689 1.234 -1.093  -0.6440
F: -2.006 1.915 -1.999  0.1450
F: -2.127 0.017 -0.922  0.1057
F: -2.526 1.876 0.078  0.1092
S: -4.485 0.981 -1.538  0.4626
O: -4.866 -0.104 -0.652  -0.3252
O: -5.084 2.248 -1.168  -0.3403
O: -4.466 0.759 -2.925  -0.2651

Values from the calculation:
2S+1: 1
Kohn-Sham gap (eV): 8.98
Total charge: +3

Number 1: largest force on an atom 6.74 eV Å⁻¹, HOMO -0.503 Ha. Number 2: largest force on an atom 5.20 eV Å⁻¹, HOMO -0.489 Ha.